Record 1
{"formula": "C23H58O27S7", "method": "ωB97M-V with the def2-TZVPD basis set", "e_lumo_ha": 0.108, "total_charge": -2, "homo_energy_ev": -0.84, "gap_ev": 3.79, "largest_force_ev_per_a": 6.12, "elements": ["O", "C", "O", "O", "H", "O", "C", "O", "O", "H", "O", "S", "O", "O", "C", "C", "C", "H", "H", "H", "H", "H", "H", "H", "H", "O", "S", "O", "O", "C", "C", "C", "H", "H", "H", "H", "H", "H", "H", "H", "O", "S", "O", "O", "C", "C", "C", "H", "H", "H", "H", "H", "H", "H", "H", "O", "S", "O", "O", "C", "C", "C", "H", "H", "H", "H", "H", "H", "H", "H", "O", "S", "O", "O", "C", "C", "C", "H", "H", "H", "H", "H", "H", "H", "H", "O", "S", "O", "O", "C", "C", "C", "H", "H", "H", "H", "H", "H", "H", "H", "O", "S", "O", "O", "C", "C", "C", "H", "H", "H", "H", "H", "H", "H", "H"], "xyz": [[-3.67, -2.32, -3.55], [-3.73, -3.51, -3.04], [-4.54, -4.38, -3.31], [-2.93, -3.91, -2.18], [-2.98, -1.80, -3.12], [0.07, -1.24, 0.32], [0.28, -0.04, -0.29], [-0.37, 0.20, -1.30], [1.14, 0.73, 0.12], [-0.54, -1.68, -0.28], [-1.55, 2.89, 7.08], [-0.34, 3.69, 6.94], [-0.25, 5.06, 7.43], [0.92, 2.80, 7.54], [2.11, 3.40, 7.96], [3.17, 2.72, 7.20], [0.15, 3.57, 5.16], [2.30, 3.26, 9.02], [2.28, 4.44, 7.66], [3.46, 3.23, 6.28], [3.01, 1.67, 6.97], [4.12, 2.70, 7.73], [1.05, 4.16, 4.97], [-0.67, 3.87, 4.51], [0.30, 2.49, 5.13], [0.10, 2.23, -9.58], [-0.33, 1.64, -8.26], [-1.66, 1.98, -7.81], [-0.18, -0.01, -8.29], [-0.55, -0.78, -7.21], [0.40, -2.02, -6.99], [0.89, 2.17, -6.96], [-1.54, -1.14, -7.49], [-0.79, -0.15, -6.36], [1.40, -1.61, -7.12], [0.28, -2.88, -7.64], [0.39, -2.36, -5.95], [1.88, 1.88, -7.32], [0.64, 1.72, -6.00], [0.81, 3.25, -7.02], [-4.92, -3.86, 2.81], [-5.17, -2.91, 3.89], [-6.52, -2.83, 4.43], [-4.12, -3.35, 5.04], [-4.08, -2.58, 6.22], [-4.02, -3.58, 7.38], [-4.46, -1.24, 3.65], [-4.94, -1.93, 6.39], [-3.30, -1.82, 6.27], [-3.47, -3.12, 8.20], [-3.54, -4.53, 7.11], [-4.99, -3.87, 7.79], [-3.53, -0.99, 4.16], [-5.20, -0.63, 4.17], [-4.61, -0.95, 2.61], [-7.44, 3.96, -3.09], [-6.73, 2.71, -3.28], [-6.92, 1.57, -2.37], [-7.39, 2.13, -4.69], [-6.93, 0.85, -5.20], [-7.89, 0.50, -6.31], [-5.02, 3.03, -3.92], [-6.97, 0.09, -4.41], [-5.95, 0.93, -5.68], [-8.74, -0.11, -6.03], [-7.34, 0.06, -7.15], [-8.24, 1.43, -6.76], [-4.45, 3.47, -3.11], [-5.06, 3.79, -4.69], [-4.68, 2.11, -4.39], [2.57, 6.92, 0.42], [2.88, 6.82, -1.00], [3.15, 8.05, -1.77], [4.18, 5.82, -1.22], [4.66, 5.73, -2.48], [4.64, 4.30, -2.98], [1.46, 5.84, -1.84], [5.65, 6.17, -2.59], [4.08, 6.28, -3.23], [3.64, 3.90, -3.09], [5.27, 3.66, -2.34], [5.19, 4.24, -3.92], [1.90, 5.00, -2.40], [0.89, 6.56, -2.43], [0.66, 5.51, -1.19], [6.99, -2.74, 1.28], [7.19, -1.34, 0.91], [8.50, -0.69, 1.09], [6.68, -1.04, -0.62], [5.75, -1.95, -1.20], [5.78, -1.63, -2.67], [5.96, -0.20, 1.84], [4.78, -1.63, -0.83], [5.83, -2.99, -0.89], [4.96, -2.24, -3.05], [6.76, -1.81, -3.11], [5.47, -0.61, -2.89], [4.98, -0.32, 1.38], [6.34, 0.81, 1.75], [5.94, -0.61, 2.85], [-1.06, -6.98, 2.09], [0.36, -6.83, 2.33], [1.24, -6.63, 1.15], [0.65, -5.62, 3.35], [1.94, -5.11, 3.51], [1.78, -4.01, 4.52], [0.97, -8.15, 3.41], [2.33, -4.74, 2.57], [2.61, -5.79, 4.04], [1.26, -3.13, 4.15], [2.74, -3.63, 4.85], [1.30, -4.31, 5.45], [2.05, -8.08, 3.46], [0.64, -9.10, 2.97], [0.50, -7.94, 4.37]], "mulliken_charge": [-0.429, 0.606, -0.757, -0.745, 0.328, -0.410, 0.597, -0.749, -0.765, 0.323, -0.565, 1.103, -0.599, -0.315, -0.081, -1.189, -0.873, 0.302, 0.242, 0.299, 0.306, 0.379, 0.278, 0.389, 0.325, -0.625, 1.115, -0.576, -0.300, -0.282, -1.073, -0.892, 0.243, 0.406, 0.294, 0.290, 0.371, 0.318, 0.363, 0.347, -0.545, 1.147, -0.630, -0.303, -0.229, -1.257, -0.956, 0.408, 0.326, 0.363, 0.310, 0.288, 0.289, 0.386, 0.405, -0.595, 1.126, -0.592, -0.326, -0.010, -1.285, -0.846, 0.361, 0.206, 0.295, 0.364, 0.327, 0.387, 0.314, 0.277, -0.581, 1.162, -0.625, -0.308, -0.364, -0.965, -0.647, 0.368, 0.335, 0.233, 0.261, 0.353, 0.085, 0.313, 0.381, -0.605, 1.097, -0.608, -0.266, -0.204, -1.164, -0.841, 0.292, 0.389, 0.388, 0.318, 0.262, 0.328, 0.295, 0.317, -0.550, 1.088, -0.630, -0.188, 0.004, -1.397, -0.924, 0.331, 0.222, 0.317, 0.410, 0.333, 0.311, 0.376, 0.298]}


Record 2
{"formula": "C23H58O28S7V", "method": "ωB97M-V with the def2-TZVPD basis set", "s2": 0.79, "e_lumo_ha": [-0.009, 0.002], "homo_energy_ev": [-9.47, -10.03], "multiplicity": 2, "gap_ev": [9.23, 10.07], "largest_force_ev_per_a": 6.28, "elements": ["O", "V", "O", "C", "O", "O", "H", "O", "C", "O", "O", "H", "O", "S", "O", "O", "C", "C", "C", "H", "H", "H", "H", "H", "H", "H", "H", "O", "S", "O", "O", "C", "C", "C", "H", "H", "H", "H", "H", "H", "H", "H", "O", "S", "O", "O", "C", "C", "C", "H", "H", "H", "H", "H", "H", "H", "H", "O", "S", "O", "O", "C", "C", "C", "H", "H", "H", "H", "H", "H", "H", "H", "O", "S", "O", "O", "C", "C", "C", "H", "H", "H", "H", "H", "H", "H", "H", "O", "S", "O", "O", "C", "C", "C", "H", "H", "H", "H", "H", "H", "H", "H", "O", "S", "O", "O", "C", "C", "C", "H", "H", "H", "H", "H", "H", "H", "H"], "xyz": [[22.81, 2.62, 20.84], [22.91, 2.85, 22.43], [18.98, 2.46, 23.74], [20.24, 2.65, 23.35], [20.62, 3.50, 22.54], [21.14, 1.93, 23.77], [19.17, 1.69, 24.27], [26.68, 1.90, 23.43], [25.47, 2.22, 23.06], [24.48, 1.55, 23.30], [25.15, 3.21, 22.44], [26.65, 1.02, 23.81], [24.04, -1.82, 21.47], [22.94, -1.20, 22.15], [22.51, 0.16, 21.79], [21.58, -2.18, 22.10], [21.76, -3.55, 21.87], [20.45, -4.13, 21.28], [23.29, -1.22, 24.04], [21.99, -4.17, 22.74], [22.54, -3.69, 21.13], [20.10, -3.57, 20.41], [19.63, -4.03, 21.99], [20.37, -5.21, 21.13], [22.71, -0.38, 24.41], [24.38, -1.16, 24.09], [22.96, -2.16, 24.47], [21.57, -1.59, 27.17], [21.45, -0.54, 28.21], [21.12, -0.94, 29.60], [22.81, 0.42, 28.17], [23.64, 0.50, 26.98], [25.03, 1.07, 27.28], [20.25, 0.79, 27.65], [23.10, 0.95, 26.14], [23.79, -0.55, 26.76], [25.61, 1.16, 26.36], [25.52, 0.59, 28.13], [24.89, 2.10, 27.61], [19.26, 0.51, 28.00], [20.31, 0.85, 26.56], [20.50, 1.75, 28.09], [26.61, 1.86, 17.41], [26.41, 1.52, 18.85], [25.09, 1.22, 19.40], [27.37, 0.23, 19.16], [27.26, -0.48, 20.39], [27.95, -1.84, 20.30], [27.33, 2.79, 19.90], [26.21, -0.58, 20.68], [27.70, 0.16, 21.16], [27.89, -2.23, 19.28], [27.39, -2.42, 21.03], [28.95, -1.69, 20.68], [26.80, 3.72, 19.71], [28.35, 2.80, 19.51], [27.29, 2.42, 20.92], [22.98, 5.06, 21.81], [22.31, 6.39, 21.74], [21.87, 7.08, 22.97], [23.26, 7.38, 20.76], [23.94, 6.76, 19.61], [25.37, 6.38, 19.93], [20.92, 6.32, 20.60], [23.82, 7.54, 18.85], [23.33, 5.93, 19.25], [25.47, 5.56, 20.64], [25.97, 7.20, 20.32], [25.91, 6.01, 19.06], [20.67, 7.33, 20.28], [20.16, 6.01, 21.32], [20.95, 5.55, 19.83], [22.97, 3.85, 24.39], [22.82, 4.36, 25.78], [23.01, 3.46, 26.94], [23.70, 5.77, 25.90], [24.80, 6.00, 25.06], [25.99, 5.05, 25.25], [21.11, 5.03, 25.93], [25.32, 6.95, 25.22], [24.46, 5.97, 24.02], [26.76, 5.23, 24.50], [25.87, 3.97, 25.19], [26.30, 5.30, 26.27], [20.84, 5.51, 24.99], [21.09, 5.66, 26.82], [20.61, 4.07, 26.03], [24.36, 2.98, 14.81], [23.68, 2.31, 15.99], [23.94, 2.72, 17.38], [22.02, 2.31, 15.80], [21.28, 2.88, 16.81], [19.77, 2.94, 16.41], [23.83, 0.47, 15.76], [21.67, 3.83, 17.17], [21.43, 2.15, 17.61], [19.48, 3.43, 15.48], [19.27, 3.42, 17.26], [19.35, 1.93, 16.42], [23.16, 0.01, 16.48], [24.87, 0.17, 15.92], [23.35, 0.26, 14.80], [18.61, 4.92, 19.37], [17.96, 3.60, 19.44], [17.07, 3.26, 18.34], [19.05, 2.44, 19.74], [18.65, 1.04, 19.53], [19.60, 0.16, 20.30], [17.07, 3.45, 21.09], [18.65, 0.83, 18.46], [17.66, 0.90, 19.97], [19.39, -0.85, 19.94], [19.52, 0.29, 21.37], [20.57, 0.35, 19.84], [16.21, 4.12, 21.14], [17.69, 3.63, 21.96], [16.68, 2.43, 21.18]], "lowdin_spin": [-0.259, 1.192, 0.001, 0.004, 0.025, 0.009, 0.000, 0.000, 0.001, 0.009, -0.008, 0.000, 0.000, 0.001, 0.005, 0.000, 0.000, 0.000, 0.000, 0.000, 0.000, 0.000, 0.000, 0.000, 0.000, 0.000, 0.000, 0.000, 0.000, 0.000, 0.000, 0.000, 0.000, 0.000, 0.000, 0.000, 0.000, 0.000, 0.000, 0.000, 0.000, 0.000, 0.000, 0.000, -0.001, 0.000, 0.000, 0.000, 0.000, 0.000, 0.000, 0.000, 0.000, 0.000, 0.000, 0.000, 0.000, 0.010, 0.002, 0.001, 0.001, 0.000, 0.000, 0.001, 0.000, 0.000, 0.000, 0.000, 0.000, 0.000, 0.000, 0.000, 0.003, 0.001, 0.000, 0.000, 0.000, 0.000, 0.000, 0.000, 0.000, 0.000, 0.000, 0.000, 0.000, 0.000, 0.000, 0.000, 0.000, 0.000, 0.000, 0.000, 0.000, 0.000, 0.000, 0.000, 0.000, 0.000, 0.000, 0.000, 0.000, 0.000, 0.000, 0.000, 0.000, 0.000, 0.000, 0.000, 0.000, 0.000, 0.000, 0.000, 0.000, 0.000, 0.000, 0.000, 0.000]}


What is the formula in the second record?
C23H58O28S7V


Which formula does entry 2 have?
C23H58O28S7V